Entry 1:
13
Properties=species:S:1:pos:R:3:forces:R:3 method="wB97M-V/def2-TZVPD" total_charge=0 lumo_ev=0.6 spin_multiplicity=1 orbital_gap_ev=9.7719 homo_ev=-9.19
N 2.43464 2.38465 0.32726 0.1899 -0.5559 0.8843
C 1.56399 1.60743 0.41096 2.0368 0.4598 1.4826
C -1.04537 0.63626 0.36265 -0.0413 0.3286 -0.0980
C -0.22381 -0.35330 -0.45107 0.1240 0.1033 -0.3098
C 0.41911 0.84848 0.17168 0.0620 1.7425 -2.1218
C -0.13182 -1.80806 -0.01243 0.1695 0.1826 0.0998
H -0.98427 -2.37446 -0.41906 0.2303 0.2828 0.1042
H 0.76483 1.85180 -0.67231 -2.8224 -2.5123 0.1043
H -1.51272 0.26053 1.27914 0.5908 0.2034 -0.1070
H -1.64724 1.36990 -0.16086 -0.2206 -0.2254 0.0116
H -0.15182 -1.91463 1.07653 0.0436 0.0860 -0.1182
H -0.26870 -0.22985 -1.52852 -0.2675 -0.1847 0.0102
H 0.78317 -2.27874 -0.38396 -0.0951 0.0893 0.0580


Entry 2:
13
Properties=species:S:1:pos:R:3:forces:R:3 method="wB97M-V/def2-TZVPD" total_charge=0 lumo_ev=1.2 spin_multiplicity=1 orbital_gap_ev=10.3488 homo_ev=-9.16
N 0.37549 -0.08158 1.00314 0.1003 -0.4144 0.3574
C -0.87951 -0.86103 0.93670 -0.4589 -0.2868 0.1840
C 0.67473 -0.56660 -0.45814 0.3216 -0.2633 0.4179
C -0.17745 0.98458 0.04671 -0.0848 0.5316 0.0716
C -0.85313 -0.28886 -0.47438 -0.2545 -0.0866 -0.1836
C 1.18567 0.88680 -0.65814 -0.0583 0.2062 -0.3694
H -1.64597 -0.37642 -1.22549 0.4880 -0.0459 -0.2625
H 1.45817 1.26151 -1.64177 -0.4778 0.1303 -0.1339
H -0.58272 -1.90772 1.08703 -0.6886 -0.0609 -0.1812
H 1.89949 1.25077 0.12432 -0.0393 -0.7613 -0.9205
H -0.73414 1.87370 0.36148 0.4193 -0.0919 0.3463
H 0.95023 -1.62444 -0.71999 0.7619 1.1558 0.5698
H -1.67084 -0.55073 1.61853 -0.0289 -0.0129 0.1039


Entry 3:
13
Properties=species:S:1:pos:R:3:forces:R:3 method="wB97M-V/def2-TZVPD" total_charge=0 lumo_ev=0.4 smiles=C#C[C@@H]1CN1C spin_multiplicity=1 orbital_gap_ev=7.8653 homo_ev=-7.45
N 0.16773 0.57989 0.04326 -1.8617 0.8843 -2.0870
C -1.77071 -2.26186 -0.16038 0.3357 0.1558 -0.0131
C 0.39160 -0.77815 0.13610 0.0312 -0.4965 1.1459
C 0.88007 1.32030 -0.92686 -0.1123 0.6528 0.1038
C -0.75693 -1.60958 -0.11002 -0.4121 -0.4307 0.2322
C -0.01302 0.53927 1.40780 0.4004 -0.4883 -0.4260
H -1.04328 0.29852 1.72778 0.4284 -0.0549 -0.2526
H 0.41608 2.29037 -0.86806 0.4047 0.8221 -0.5722
H 1.98094 1.37797 -0.80424 -0.2181 0.0156 0.2042
H 1.30549 -1.10088 -0.40389 0.0876 -0.0773 1.6435
H -2.65875 -2.84915 -0.19702 0.0836 0.0555 -0.0684
H 0.41625 1.32745 2.06941 0.8623 -1.3043 -0.2768
H 0.68453 0.86586 -1.91387 -0.0298 0.2657 0.3666


Entry 4:
13
Properties=species:S:1:pos:R:3:forces:R:3 method="wB97M-V/def2-TZVPD" total_charge=0 lumo_ev=0.9 smiles=CC#C[C@H]1CN1 spin_multiplicity=1 orbital_gap_ev=9.8792 homo_ev=-8.96
N -1.96453 0.06931 0.90402 -0.1425 -0.0209 0.2864
C 2.63029 0.25045 0.10879 0.1578 0.0551 -0.1418
C -2.02783 -0.82817 -0.24215 -0.2095 -0.2593 -0.1829
C 0.05810 0.47532 -0.35242 0.2961 -0.1289 0.4943
C -1.37576 0.49658 -0.37193 -0.0175 0.1040 -0.0992
C 1.18588 0.29180 0.02985 -0.3959 0.1917 -0.3548
H -1.86966 1.31915 -0.88070 0.0013 -0.1579 0.0975
H 3.03981 -0.75751 0.22363 -0.1190 0.1696 -0.0354
H 3.03679 0.90266 0.88803 -0.0730 -0.1109 -0.1663
H -3.02371 -0.96412 -0.64839 0.0698 -0.0303 0.0129
H -1.37511 -1.69838 -0.28049 -0.1431 0.1681 0.0502
H 2.86860 0.64179 -0.87915 0.8688 -0.0154 0.0735
H -1.18286 -0.19888 1.50091 -0.2932 0.0351 -0.0344


Entry 5:
13
Properties=species:S:1:pos:R:3:forces:R:3 method="wB97M-V/def2-TZVPD" total_charge=0 lumo_ev=1.2 smiles=C1[C@H]2[C@@H]1N1C[C@@H]21 spin_multiplicity=1 orbital_gap_ev=10.0041 homo_ev=-8.82
N 0.49551 0.27921 -1.20447 0.0128 -0.1637 -0.2679
C 1.08820 -0.33505 0.01043 0.3041 0.0255 0.2179
C 0.14839 0.59922 0.94051 0.2192 0.0308 0.0089
C -0.44725 1.04259 -0.39357 -0.1826 0.2289 -0.0571
C -0.92705 -0.01023 -1.32184 -0.3328 -0.2157 0.0025
C 0.25447 -0.86442 1.12833 -0.2961 -0.2732 -0.0487
H 2.04702 -0.81850 -0.20079 0.2420 0.9328 0.7008
H -1.32408 0.30812 -2.28396 -0.0899 -0.0810 0.2418
H -0.53931 -1.60384 1.11994 -0.2287 0.0678 -0.2961
H 0.96698 -1.02535 1.94699 -0.3822 -0.2775 -0.1382
H 0.09988 1.28090 1.79599 0.8755 -0.1386 -0.3626
H -0.56795 2.10506 -0.59377 -0.0642 -0.2184 -0.0144
H -1.29481 -0.95772 -0.94380 -0.0771 0.0822 0.0130


Entry 6:
13
Properties=species:S:1:pos:R:3:forces:R:3 method="wB97M-V/def2-TZVPD" total_charge=0 lumo_ev="-0.4 / -0.4" spin_multiplicity=1 orbital_gap_ev="7.9597 / 7.9592" homo_ev="-8.37 / -8.37"
N 1.10600 1.17549 0.50468 -0.0104 -0.0754 0.2715
C -1.00537 -0.33796 0.42517 -0.0692 -0.1405 0.2881
C -0.50846 -1.37744 1.07945 -0.2104 0.0799 0.2249
C 0.85519 -0.52341 -1.31635 -0.0166 0.4650 -0.1293
C 0.72917 0.87248 -0.87286 0.3314 -0.0668 -0.3082
C -0.29878 0.96850 0.21370 -0.1853 -0.0819 -0.0126
H 0.43206 -1.32576 1.61862 -0.0744 -0.0866 -0.1254
H -1.95832 -0.44407 -0.09105 0.0958 0.1106 0.0584
H 1.52651 0.33672 0.90501 -0.0739 0.0915 -0.0464
H -0.91799 1.86564 0.27957 0.1853 -0.2307 -0.1316
H -1.03683 -2.32104 1.07924 0.0377 -0.0059 0.1027
H 0.25295 -0.58044 -2.24296 0.1028 -0.0215 -0.1635
H 0.82388 1.69128 -1.58222 -0.1129 -0.0377 -0.0286


Computed E_tot (a.u.) in order:
-249.313546; -249.303180; -249.256014; -249.362542; -249.312244; -249.258647
Computed ΔE to the lowest compared entry with this formula, charge and spin (kcal per mole) in order:
100.21; 106.71; 136.31; 69.46; 101.03; 134.66